Density functional theory data (ωB97M-V/def2-TZVPD) for one molecule with the formula C8H13P at a distorted geometry.

Each line ends with the Mulliken charge.
Positions of all 22 atoms, in Å:
1 P 0.25128 -0.11987 0.23849  0.568
2 C -0.33034 -1.86248 -0.00840  -0.310
3 C -0.17910 0.89628 1.68709  -0.845
4 C -0.88070 -2.20357 1.35434  -1.335
5 C 0.30528 2.50017 -0.58328  -0.595
6 C -1.17639 1.94589 1.49761  -0.549
7 C -0.05265 2.05709 0.61239  0.379
8 C 0.67812 0.31606 -1.64691  -0.767
9 C 1.35313 1.66936 -1.37340  -0.746
10 H -0.20540 0.35432 -2.36367  0.340
11 H 1.31840 -0.49525 -1.99317  0.381
12 H -1.20414 2.63207 2.23298  0.275
13 H -1.33617 -3.18464 1.36641  0.380
14 H 1.58800 2.19521 -2.21270  0.408
15 H -2.12555 1.94451 1.03509  0.227
16 H -0.10913 3.23863 -1.09880  0.515
17 H -1.28822 -1.84692 -0.56867  0.261
18 H -0.17654 -1.95265 2.17651  0.377
19 H 1.62405 -0.07520 0.53293  -0.051
20 H 0.59988 -2.46700 -0.29974  0.363
21 H -1.75522 -1.62568 1.57248  0.404
22 H 2.18586 1.41680 -0.70593  0.321

Values from the calculation:
- largest force on an atom (eV Å⁻¹) = 4.96
- charge = 0
- energy relative to the best compared isomer or geometry (same formula, charge and spin) (kJ/mol) = 426.8